{
  "formula": "C19H19BBrN2O7PdS3",
  "method": "wB97M-V/def2-TZVPD",
  "species": ["Pd", "O", "S", "O", "O", "C", "C", "C", "C", "C", "C", "S", "O", "O", "O", "H", "H", "H", "H", "C", "S", "O", "C", "C", "C", "C", "C", "C", "H", "H", "H", "H", "H", "H", "H", "H", "B", "C", "N", "H", "H", "H", "Br", "C", "C", "C", "C", "C", "N", "H", "H", "H", "H"],
  "xyz": [[0.23, 0.39, 0.61], [3.55, -1.50, 1.14], [3.21, -0.14, 1.40], [4.29, 0.75, 1.75], [2.34, 0.49, 0.34], [2.05, -0.09, 2.78], [2.32, 0.90, 3.72], [1.46, 1.14, 4.78], [0.30, 0.38, 4.91], [0.02, -0.60, 3.98], [0.88, -0.86, 2.91], [0.33, -2.24, 1.86], [0.98, -3.44, 2.29], [-1.12, -2.22, 2.01], [0.74, -1.78, 0.51], [3.20, 1.50, 3.59], [1.68, 1.92, 5.49], [-0.39, 0.56, 5.73], [-0.88, -1.19, 4.06], [-3.53, -2.56, -0.08], [-2.37, -1.62, -1.08], [-3.15, -0.95, -2.17], [-1.50, -2.99, -1.83], [-0.94, -3.99, -1.05], [-0.20, -4.99, -1.67], [-0.02, -4.98, -3.05], [-0.59, -3.97, -3.81], [-1.33, -2.97, -3.20], [-3.94, -3.40, -0.64], [-4.33, -1.85, 0.17], [-3.02, -2.87, 0.83], [-1.04, -3.98, 0.03], [0.26, -5.76, -1.06], [0.56, -5.75, -3.52], [-0.45, -3.96, -4.88], [-1.79, -2.17, -3.77], [0.69, 5.11, 1.04], [0.49, 3.55, 1.26], [0.28, 2.42, 1.37], [0.60, 5.29, -0.15], [-0.21, 5.65, 1.65], [1.79, 5.42, 1.45], [-0.25, 1.44, -1.88], [-1.89, 1.77, -0.98], [-2.90, 2.52, -1.55], [-4.05, 2.67, -0.79], [-4.14, 2.08, 0.46], [-3.06, 1.36, 0.93], [-1.95, 1.22, 0.21], [-2.80, 2.95, -2.53], [-4.88, 3.24, -1.18], [-5.02, 2.18, 1.07], [-3.05, 0.88, 1.90]],
  "lowdin_charge": [0.949, -0.289, 0.472, -0.313, -0.449, -0.242, -0.058, -0.060, -0.072, -0.071, -0.268, 0.433, -0.280, -0.373, -0.420, 0.111, 0.107, 0.102, 0.105, -0.224, 0.869, -0.531, -0.374, -0.080, -0.065, -0.090, -0.085, -0.077, 0.063, 0.049, 0.030, 0.095, 0.109, 0.098, 0.099, 0.101, -0.435, -0.214, 0.041, -0.008, -0.010, -0.009, 0.888, -0.728, -0.076, -0.047, -0.045, -0.109, -0.072, 0.112, 0.112, 0.106, 0.124],
  "relative_energy_kj_mol": 31.24,
  "homo_lumo_gap_ev": [8.77, 6.82],
  "spin_multiplicity": 3,
  "charge": -1,
  "fmax_ha_per_bohr": 0.01864,
  "homo_energy_ev": [-6.60, -6.59]
}

=====

{
  "formula": "C31H37NO16S2",
  "method": "wB97M-V/def2-TZVPD",
  "species": ["H", "N", "C", "C", "C", "C", "C", "C", "C", "C", "C", "S", "C", "C", "C", "O", "C", "S", "O", "O", "O", "H", "H", "H", "H", "H", "H", "H", "H", "H", "H", "H", "H", "H", "H", "H", "H", "H", "H", "H", "H", "H", "H", "H", "H", "O", "C", "C", "C", "O", "C", "O", "C", "C", "O", "H", "H", "H", "H", "O", "C", "C", "C", "O", "C", "O", "C", "C", "O", "H", "H", "H", "H", "O", "C", "C", "C", "O", "C", "O", "C", "C", "O", "H", "H", "H", "H"],
  "xyz": [[3.86, 1.46, -2.07], [3.25, 0.73, -2.45], [3.26, -0.25, -1.65], [2.45, -1.49, -1.94], [0.92, -1.36, -1.72], [0.42, -0.13, -0.98], [0.80, -0.07, 0.50], [0.66, -1.38, 1.32], [2.04, -2.06, 1.56], [2.16, -3.00, 2.76], [3.59, -3.52, 2.90], [4.71, -2.41, 3.82], [-0.20, -1.16, 2.58], [0.11, 0.07, 3.45], [1.58, 0.31, 3.80], [1.66, 1.50, 4.58], [2.66, 2.40, 4.15], [-0.31, -2.54, 0.32], [-1.60, -1.97, 0.06], [-0.21, -3.85, 0.86], [0.51, -2.59, -1.04], [3.87, -0.25, -0.75], [2.83, -2.31, -1.35], [2.62, -1.74, -2.99], [0.44, -1.40, -2.69], [-0.66, -0.11, -1.08], [0.80, 0.74, -1.51], [0.18, 0.70, 0.95], [1.84, 0.28, 0.60], [2.30, -2.65, 0.68], [2.80, -1.28, 1.64], [1.48, -3.84, 2.63], [1.88, -2.49, 3.68], [4.04, -3.69, 1.92], [3.62, -4.47, 3.43], [5.05, -1.63, 2.78], [-0.20, -2.06, 3.20], [-1.22, -1.03, 2.23], [-0.42, -0.06, 4.39], [-0.28, 0.97, 2.98], [2.18, 0.43, 2.90], [1.99, -0.51, 4.39], [3.63, 1.89, 4.04], [2.76, 3.17, 4.92], [2.40, 2.88, 3.20], [-6.84, 1.13, 5.68], [-5.95, 0.98, 4.87], [-6.05, 0.15, 3.68], [-4.99, 0.06, 2.88], [-4.96, -0.68, 1.77], [-3.69, 0.79, 3.16], [-2.81, 0.63, 2.34], [-3.59, 1.61, 4.34], [-4.65, 1.71, 5.15], [-4.68, 2.43, 6.25], [-6.98, -0.37, 3.49], [-4.06, -0.60, 1.40], [-2.66, 2.13, 4.53], [-5.58, 2.30, 6.64], [-6.22, -1.83, -0.80], [-6.71, -1.19, -1.71], [-7.13, -1.74, -2.98], [-7.64, -0.93, -3.91], [-8.06, -1.32, -5.11], [-7.81, 0.56, -3.68], [-8.28, 1.20, -4.60], [-7.41, 1.12, -2.41], [-6.89, 0.30, -1.48], [-6.49, 0.72, -0.29], [-7.00, -2.81, -3.14], [-8.37, -0.51, -5.56], [-7.53, 2.18, -2.25], [-6.15, -0.03, 0.23], [5.89, 0.94, -3.51], [6.29, 1.53, -4.50], [7.67, 1.50, -4.95], [8.02, 2.19, -6.04], [9.24, 2.23, -6.54], [7.01, 3.01, -6.83], [7.45, 3.60, -7.80], [5.64, 3.03, -6.39], [5.28, 2.33, -5.30], [4.04, 2.32, -4.86], [8.38, 0.92, -4.38], [9.19, 2.81, -7.33], [4.93, 3.60, -6.97], [3.93, 1.76, -4.06]],
  "lowdin_charge": [0.067, 0.109, -0.220, -0.092, -0.274, -0.141, -0.108, -0.407, -0.167, -0.265, -0.545, 0.706, -0.154, -0.148, -0.220, -0.184, -0.115, 0.662, -0.252, -0.234, -0.204, 0.122, 0.108, 0.125, 0.151, 0.113, 0.117, 0.121, 0.104, 0.104, 0.099, 0.110, 0.084, 0.073, 0.067, -0.159, 0.121, 0.085, 0.125, 0.100, 0.103, 0.112, 0.087, 0.087, 0.088, 0.109, -0.306, 0.083, -0.215, 0.095, -0.292, 0.092, 0.078, -0.230, 0.122, 0.140, 0.128, 0.137, 0.122, 0.114, -0.308, 0.072, -0.237, 0.113, -0.315, 0.098, 0.070, -0.228, 0.111, 0.135, 0.119, 0.134, 0.087, 0.087, -0.307, 0.068, -0.237, 0.115, -0.316, 0.100, 0.069, -0.228, 0.112, 0.134, 0.120, 0.136, 0.062],
  "smiles": "[H]/N=C/C[C@@H]1CC[C@@](CCCS)(CCCOC)S(=O)(=O)O1.O=C1C=C(O)C(=O)C=C1O.O=C1C=C(O)C(=O)C=C1O.O=C1C=C(O)C(=O)C=C1O",
  "homo_lumo_gap_ev": 7.73,
  "charge": 0,
  "fmax_ha_per_bohr": 0.00906,
  "homo_energy_ev": -9.36
}

=====

{
  "formula": "C21H15ClMgN3O6S",
  "method": "wB97M-V/def2-TZVPD",
  "species": ["Mg", "Cl", "C", "C", "C", "C", "O", "C", "C", "N", "C", "C", "C", "C", "C", "C", "C", "C", "N", "C", "C", "H", "H", "H", "H", "H", "H", "H", "H", "H", "H", "O", "S", "O", "O", "O", "O", "N", "C", "C", "C", "C", "C", "H", "H", "H", "H", "H"],
  "xyz": [[-1.54, -0.75, -0.42], [0.56, 6.39, 0.55], [-0.12, 4.81, 0.15], [-1.14, 4.72, -0.79], [-1.67, 3.47, -1.11], [-1.20, 2.28, -0.51], [-1.66, 1.13, -0.88], [-0.17, 2.40, 0.49], [0.37, 1.26, 1.19], [-0.06, 0.00, 1.08], [0.54, -1.00, 1.78], [1.59, -0.86, 2.72], [2.10, -1.97, 3.41], [1.62, -3.25, 3.21], [0.57, -3.45, 2.26], [0.03, -4.71, 1.97], [-0.98, -4.84, 1.04], [-1.45, -3.71, 0.37], [-0.95, -2.50, 0.62], [0.04, -2.35, 1.54], [0.35, 3.68, 0.78], [-1.51, 5.62, -1.27], [-2.46, 3.37, -1.84], [1.21, 1.49, 1.85], [2.00, 0.11, 2.93], [2.90, -1.82, 4.12], [2.02, -4.09, 3.76], [0.41, -5.58, 2.50], [-1.41, -5.81, 0.81], [-2.25, -3.76, -0.36], [1.14, 3.77, 1.52], [-2.18, -1.44, -2.12], [-3.60, -1.58, -1.55], [-4.53, -0.73, -2.28], [-3.43, -1.12, -0.12], [-3.98, -3.00, -1.57], [0.83, -1.26, -1.37], [1.22, -0.09, -1.81], [2.36, 0.46, -1.33], [2.76, 1.73, -1.70], [1.97, 2.47, -2.57], [0.80, 1.89, -3.04], [0.44, 0.62, -2.66], [2.89, -0.16, -0.61], [3.66, 2.13, -1.27], [2.24, 3.48, -2.84], [0.13, 2.44, -3.69], [-0.48, 0.12, -2.95]],
  "lowdin_charge": [0.524, 0.524, -0.698, -0.160, -0.033, -0.369, -0.115, -0.148, -0.106, 0.029, -0.234, -0.061, -0.145, -0.105, -0.176, -0.050, -0.069, -0.082, 0.080, -0.129, -0.108, 0.081, 0.110, 0.084, 0.067, 0.082, 0.080, 0.099, 0.091, 0.096, 0.096, -0.417, 0.286, -0.375, -0.400, -0.403, -0.092, -0.191, -0.028, -0.071, -0.086, -0.051, -0.002, 0.132, 0.100, 0.100, 0.114, 0.131],
  "relative_energy_kj_mol": 0.00,
  "homo_lumo_gap_ev": [3.91, 6.10],
  "spin_multiplicity": 2,
  "charge": -2,
  "fmax_ha_per_bohr": 0.03085,
  "homo_energy_ev": [0.44, -1.74]
}

=====

Question: Among the records above, which one has the highest charge?
Answer: C31H37NO16S2

=====

Question: What is the formula in the third record?
Answer: C21H15ClMgN3O6S

=====

Question: What is the charge in the first record?
Answer: -1

=====

Question: Which of these has the lowest charge?
Answer: C21H15ClMgN3O6S